Here is 2 unconnected molecules or ions with the total composition C3H4NO in a non-equilibrium geometry from the Open Molecules 2025 dataset. Energies are from ωB97M-V/def2-TZVPD.

```
9
Properties=species:S:1:pos:R:3:forces:R:3
O -4.56698 -0.08425 0.08052 2.343 0.567 -0.471
N 0.11062 -0.04939 0.05744 -0.227 4.718 -0.342
C 0.06282 1.19385 -0.01939 1.952 1.175 1.637
C 0.24147 -1.25526 -0.01500 0.235 -1.132 0.290
C -3.47417 0.16930 -0.12503 -2.302 -0.568 0.479
H -0.57806 1.81248 -0.56101 -1.973 -0.222 -1.468
H 0.71696 1.97989 0.49282 -0.074 -2.075 0.047
H 0.94667 -1.48478 -0.83925 -0.586 -1.293 0.728
H -0.33640 -1.71492 0.80733 0.634 -1.171 -0.900
```
Positions in Å, forces in eV/Å.

As for the HOMO energy: -16.951 eV. The value obtained for the gap between HOMO and LUMO is 11.64 eV. As for the energy above the lowest of the compared OMol25 structures with the same formula, charge and spin: 1.313 eV. The calculation puts the LUMO energy at -5.31 eV. Its net charge is +1. For the molar mass, the calculation gives 70.07 g mol⁻¹.

Need the Mulliken charges? In units of e they are: number 1, O, carries -0.128; number 2, N, carries 0.112; number 3, C, carries -0.118; number 4, C, carries -0.179; number 5, C, carries 0.126; number 6, H, carries 0.311; number 7, H, carries 0.269; number 8, H, carries 0.296; number 9, H, carries 0.310